Entry 1:
C3H4N2OS | ωB97M-V with the def2-TZVPD basis set

Electronic energy in Ha: -699.561508
Gap between HOMO and LUMO in eV: 10.0
Spin multiplicity: 1
SMILES string: C1=NN=CSCO1
LUMO energy in hartree: 0.018
Charge: 0
Energy above the lowest of the compared OMol25 structures with the same formula, charge and spin in kJ/mol: 290.44
Maximum force in eV/Å: 2.40

Each atom is followed by the atoms it is bonded to, with distances in Å.
Element x y z (Å)
1 C 1.63 -0.46 0.26  N2 1.255, O7 1.367, H8 1.143
2 N 0.92 -1.49 0.11  C1 1.255, N3 1.387
3 N -0.44 -1.57 0.35  N2 1.387, C4 1.286
4 C -1.31 -0.79 -0.19  N3 1.286, S5 1.748, H9 1.137
5 S -0.99 0.81 -0.83  C4 1.748, C6 1.810
6 C 0.00 1.27 0.61  S5 1.810, O7 1.380, H10 1.143, H11 1.119
7 O 1.31 0.85 0.49  C1 1.367, C6 1.380
8 H 2.72 -0.59 -0.07  C1 1.143
9 H -2.36 -1.18 -0.03  C4 1.137
10 H 0.15 2.40 0.57  C6 1.143
11 H -0.43 0.95 1.59  C6 1.119

Here are the Mulliken charges for atoms 1 to 6, given in e: 0.1970 -0.2697 -0.3610 -0.0710 -0.0936 -0.3772


Entry 2:
C3H4N2OS | ωB97M-V with the def2-TZVPD basis set

Electronic energy in Ha: -699.554178
Gap between HOMO and LUMO in eV: 7.5
Spin multiplicity: 1
LUMO energy in hartree: -0.030
Charge: 0
Energy above the lowest of the compared OMol25 structures with the same formula, charge and spin in kJ/mol: 309.68
Maximum force in eV/Å: 4.57

Each atom is followed by the atoms it is bonded to, with distances in Å.
Element x y z (Å)
1 C 0.09 0.55 0.73  N8 1.453, N9 1.266, O10 1.363
2 C 1.00 -1.11 -0.08  C3 1.322, H6 1.086, N9 1.361
3 C 0.13 -0.73 -1.00  C2 1.322, O10 1.457, S11 1.715
4 H -0.04 1.35 2.51  N8 1.001
5 H -0.95 2.16 1.19  N8 1.064
6 H 1.70 -1.89 -0.38  C2 1.086
7 H -2.17 -0.95 -2.46  no bonds
8 N -0.06 1.73 1.58  C1 1.453, H4 1.001, H5 1.064
9 N 1.00 -0.28 1.00  C1 1.266, C2 1.361
10 O -0.37 0.56 -0.55  C1 1.363, C3 1.457
11 S -0.35 -1.38 -2.52  C3 1.715

Here are the Mulliken charges for atoms 1 to 6, given in e: 0.4457 -0.1491 0.2609 0.2855 0.2834 0.3337


Entry 3:
C3H4N2OS2 | ωB97M-V with the def2-TZVPD basis set

Electronic energy in Ha: -1097.806880
Gap between HOMO and LUMO in eV: 7.6
Spin multiplicity: 1
SMILES string: Oc1[nH]c(S)nc1S
LUMO energy in hartree: 0.005
Charge: 0
Energy above the lowest of the compared OMol25 structures with the same formula, charge and spin in kJ/mol: 125.13
Maximum force in eV/Å: 3.73

Each atom is followed by the atoms it is bonded to, with distances in Å.
Element x y z (Å)
1 O -1.72 -1.92 0.71  C2 1.382, H9 1.065
2 C -0.80 -0.98 0.29  O1 1.382, N3 1.431, C7 1.390
3 N -0.21 -0.96 -1.01  C2 1.431, C4 1.385, H10 1.016
4 C 0.61 0.15 -1.05  N3 1.385, S5 1.751, N6 1.349
5 S 1.55 0.62 -2.45  C4 1.751, H11 1.417
6 N 0.63 0.79 0.14  C4 1.349, C7 1.355
7 C -0.27 0.15 0.92  C2 1.390, N6 1.355, S8 1.720
8 S -0.74 0.75 2.46  C7 1.720, H12 1.379
9 H -1.55 -2.79 0.12  O1 1.065
10 H -0.11 -1.84 -1.51  N3 1.016
11 H 2.20 1.61 -1.66  S5 1.417
12 H 0.14 1.79 2.33  S8 1.379

Here are the Mulliken charges for atoms 1 to 6, given in e: -0.5209 0.2566 -0.1270 0.2842 -0.2936 -0.5859


Entry 4:
C3H4N2OS2 | ωB97M-V with the def2-TZVPD basis set

Electronic energy in Ha: -1097.805109
Gap between HOMO and LUMO in eV: 7.5
Spin multiplicity: 1
SMILES string: Oc1[nH]c(=S)[nH]c1S
LUMO energy in hartree: -0.001
Charge: 0
Energy above the lowest of the compared OMol25 structures with the same formula, charge and spin in kJ/mol: 129.78
Maximum force in eV/Å: 3.84

Each atom is followed by the atoms it is bonded to, with distances in Å.
Element x y z (Å)
1 O -0.07 -1.55 1.52  C2 1.365, H9 1.059
2 C 0.13 -0.57 0.60  O1 1.365, N3 1.441, C7 1.377
3 N 0.25 0.84 0.88  C2 1.441, C4 1.393, H10 1.132
4 C 0.11 1.57 -0.30  N3 1.393, S5 1.732, N6 1.333
5 S 0.05 3.29 -0.21  C4 1.732
6 N 0.22 0.68 -1.29  C4 1.333, C7 1.447, H11 0.970
7 C 0.13 -0.67 -0.77  C2 1.377, N6 1.447, S8 1.751
8 S -0.30 -2.05 -1.77  C7 1.751, H12 1.349
9 H -0.53 -1.16 2.40  O1 1.059
10 H -0.12 1.40 1.79  N3 1.132
11 H 0.28 0.98 -2.21  N6 0.970
12 H -0.13 -2.78 -0.65  S8 1.349

Here are the Mulliken charges for atoms 1 to 6, given in e: -0.5465 0.4841 -0.2076 -0.0771 -0.3723 -0.0052